A structure of composition C22H22Br6N4 in a non-equilibrium geometry, computed with the ωB97M-V functional and the def2-TZVPD basis.

```
54
C22H22Br6N4 the ωB97M-V functional and the def2-TZVPD basis
C -2.669 -3.733 -2.326
Br -1.734 -3.101 -3.932
Br -3.594 -5.412 -2.916
Br -3.847 -2.268 -1.549
H -1.852 -3.943 -1.636
C -1.240 -1.044 -0.324
Br -1.207 -3.019 0.047
Br -2.321 -0.013 0.896
Br -1.795 -0.698 -2.138
H -0.253 -0.582 -0.295
N 0.880 -0.027 0.475
C 1.250 1.247 0.159
C 1.677 2.132 1.146
C 1.846 1.705 2.476
C 1.428 0.424 2.748
C 1.035 -0.493 1.729
H 1.134 1.650 -0.836
H 1.870 3.133 0.790
H 2.260 2.255 3.309
H 1.583 0.129 3.775
H 0.839 -1.490 2.096
N 1.015 -1.932 -2.815
C 0.847 -3.305 -2.819
C 1.041 -4.054 -1.657
C 1.351 -3.381 -0.488
C 1.570 -1.999 -0.445
C 1.380 -1.354 -1.643
H 0.368 -3.809 -3.645
H 0.704 -5.078 -1.593
H 1.455 -4.006 0.387
H 1.806 -1.544 0.506
H 1.329 -0.275 -1.654
N 2.448 1.107 -3.427
C 2.249 2.294 -2.835
C 0.990 2.722 -2.371
C -0.110 1.872 -2.381
C 0.124 0.574 -2.909
C 1.355 0.331 -3.440
H 3.077 2.987 -2.842
H 0.825 3.739 -2.048
H -1.039 2.103 -1.882
H -0.698 -0.123 -2.969
H 1.496 -0.592 -3.983
N -1.023 1.051 3.553
C -1.816 1.679 2.629
C -2.456 2.858 2.987
C -2.300 3.473 4.256
C -1.429 2.843 5.183
C -0.756 1.704 4.699
H -1.918 1.248 1.644
H -3.043 3.261 2.175
H -2.934 4.305 4.525
H -1.119 3.147 6.171
H -0.078 1.300 5.436
```

Calculated values
Total energy, eV: -449368.95866
Orbital gap, eV: 6.97
HOMO level, Eh: -0.2650
LUMO, eV: -0.236

A structure of composition C22H22F4MnN7S2, computed with the ωB97M-V functional and the def2-TZVPD basis.

```
58
C22H22F4MnN7S2 the ωB97M-V functional and the def2-TZVPD basis
Mn -0.202 0.065 0.279
C 0.617 3.932 0.433
N 0.514 2.590 -0.134
C -0.684 2.338 -0.877
C 1.797 2.238 -0.749
C 1.906 0.926 -1.509
N 1.463 -0.227 -0.717
C 1.982 -1.479 -1.063
C 1.621 -2.601 -0.305
F 0.755 -2.452 0.721
C 2.106 -3.871 -0.541
F 1.695 -4.857 0.266
C 2.989 -4.134 -1.569
C 3.346 -3.054 -2.343
F 4.189 -3.215 -3.365
C 2.870 -1.770 -2.110
F 3.296 -0.822 -2.966
H 0.876 4.663 -0.345
H 1.406 3.940 1.186
H -0.309 4.233 0.908
H -1.127 3.225 -1.356
H -2.455 1.329 -0.548
H -0.469 1.614 -1.673
H 2.524 2.219 0.070
H 2.127 3.039 -1.430
H 2.969 0.874 -1.754
H 1.396 0.980 -2.478
H 3.378 -5.122 -1.754
N 1.801 0.607 2.752
C 0.658 -0.041 3.083
N -0.222 -0.396 2.177
C -1.315 -1.034 2.740
C -1.283 -1.117 4.084
S 0.178 -0.409 4.687
C -2.275 -1.550 1.764
C -3.376 -2.307 1.949
S -4.091 -2.670 0.421
C -2.851 -1.781 -0.362
N -1.979 -1.240 0.447
N -2.796 -1.593 -1.715
H 2.114 0.470 1.796
H 2.539 0.654 3.437
H -2.000 -1.565 4.748
H -3.795 -2.679 2.866
H -3.357 -2.196 -2.296
H -1.862 -1.450 -2.073
N -1.672 1.652 0.017
C -2.230 2.446 1.089
C -1.569 2.569 2.301
C -2.147 3.312 3.320
C -3.385 3.914 3.144
C -4.047 3.779 1.932
C -3.467 3.051 0.904
H -0.597 2.114 2.446
H -1.622 3.414 4.260
H -3.830 4.482 3.948
H -5.013 4.241 1.784
H -3.981 2.950 -0.044
```

Calculated values
Energy above the lowest of the compared OMol25 structures with the same formula, charge and spin, eV: 0.0000
Total energy, eV: -97456.95530
Orbital gap (alpha / beta), eV: 7.72 / 8.02
Multiplicity: 4
HOMO level (alpha / beta), Eh: -0.3787 / -0.3834
Total charge: +1
LUMO (alpha / beta), eV: -2.585 / -2.410